DFT (ωB97M-V/def2-TZVPD) results for 4 unconnected molecules or ions with the total composition C29H59N4O2S at a distorted geometry.

```
! wB97M-V def2-TZVPD RIJCOSX def2/J DEFGRID3
* xyz 1 1
S 2.4857 1.4749 -0.6597
O 1.5626 -2.2615 -5.3241
O 2.5849 -3.7415 -4.0156
N 0.0799 -2.8181 3.2807
N 0.1483 -0.0626 -0.9424
N -2.9920 2.5471 -3.4670
N 0.1193 4.2209 3.1450
C -0.3555 5.4265 5.2761
C -4.1245 3.4627 -3.5703
C -0.5884 -3.7698 2.4042
C -0.6556 -1.0489 -1.4694
C -3.9015 4.7911 -4.2944
C 4.4611 -4.5947 -2.6689
C 1.8115 -2.6027 -4.2061
C 2.6414 4.3611 3.5521
C -1.5657 0.8793 -4.6436
C -0.9635 4.0270 -2.9777
C 1.2029 -1.7351 -3.0725
C 1.9742 -0.6400 -2.4416
C 0.7450 1.7724 2.7663
C 3.5542 -3.5893 -3.0031
C 0.3116 -4.1267 5.4672
C -1.1358 -3.0065 -3.1589
C -0.0487 -5.2007 2.3596
C -0.0800 3.0024 2.3784
C -1.9508 2.9461 -2.5319
C -0.1721 -1.9388 -2.5789
C 1.8178 -2.1990 1.6081
C -0.2531 -2.9319 4.6974
C 1.4304 0.1754 -1.3702
C 1.3752 4.9165 2.8958
C 1.4984 -2.6106 3.0382
C -0.2797 4.0957 4.5399
C -0.7541 -4.4933 -2.8079
C -0.8820 -4.8046 -1.2425
C -2.5376 2.0444 -4.7552
H 3.4289 5.1182 3.5266
H -1.5438 -5.1403 -3.2904
H -1.3450 0.4870 -5.6388
H -1.3738 2.0517 -2.2634
H -3.3945 4.6639 -5.2523
H 0.3342 0.8839 2.2723
H -1.2791 3.6510 4.5783
H 1.3785 -4.2711 5.2889
H -1.0141 6.1268 4.7583
H 0.0834 3.2157 1.3148
H 3.6242 -2.6562 -2.3796
H 1.6056 -2.9981 0.8933
H -4.8658 5.2627 -4.4981
H -0.4215 -3.9347 -0.7092
H -0.2124 -5.0500 5.2216
H -4.5128 3.6685 -2.5679
H -1.3975 5.0237 -2.9130
H -2.1510 -2.8136 -2.7208
H -4.9366 2.9328 -4.0795
H -1.9878 -4.8328 -1.0297
H 1.2504 -1.3100 1.3186
H 0.0884 -2.0176 5.1952
H -1.1938 -2.9097 -4.2754
H 0.1813 -3.9650 6.5399
H -0.5651 -3.3678 1.3843
H -1.3413 -2.9209 4.8126
H -2.0760 2.8332 -5.3645
H -1.9854 0.0636 -4.0477
H 1.0411 -5.2360 2.2996
H 3.0243 3.4880 3.0223
H 2.9982 -0.4573 -2.8358
H 1.8500 -1.8047 3.6896
H 0.3846 3.4202 5.0972
H -1.1405 2.7327 2.4486
H -0.7554 5.2704 6.2802
H 0.2216 -4.8373 -3.2326
H -0.3659 -5.7805 3.2253
H -0.6135 1.1756 -4.1959
H -0.4382 -5.7115 1.4753
H 2.4870 4.0907 4.5983
H -3.4050 1.6860 -5.3170
H -0.3791 -5.7794 -1.0470
H 1.2569 5.9558 3.2158
H 3.6186 0.8838 -0.1235
H 2.8813 -1.9615 1.5207
H -0.0885 4.0185 -2.3207
H 0.6266 5.8888 5.3884
H -2.4136 3.2574 -1.5896
H -0.6039 3.8714 -3.9966
H 0.7294 1.5805 3.8398
H 1.5390 4.9884 1.8154
H 1.7813 1.8637 2.4415
H 4.3916 -5.0178 -1.6317
H -1.6776 -1.1462 -1.0257
H 2.0931 -3.4988 3.2921
H 5.2554 -4.9149 -3.3831
H -3.3300 5.4921 -3.6863
H -0.2566 0.5212 -0.1988
H -1.6537 -3.8015 2.6529
*
```

## Properties
**Molecular weight**: 527.88 g mol⁻¹
**Kohn-Sham gap**: 5.50 eV
**Electronic energy**: -1907.6164 Ha

Results of the Löwdin charge analysis, in e, for atoms 1 through 8:
1 S 0.81
2 O 0.20
3 O 0.05
4 N -0.19
5 N 0.08
6 N -0.20
7 N -0.19
8 C -0.09

=====

DFT (ωB97M-V/def2-TZVPD) results for 6 unconnected molecules or ions with the total composition C29H60NO15S.

```
! wB97M-V def2-TZVPD RIJCOSX def2/J DEFGRID3
* xyz 1 1
S 1.2751 2.9068 -1.8223
O 2.5541 8.1936 -8.1016
O -4.5175 4.8278 -4.0538
O 0.5218 -5.9778 1.9508
O -7.1802 -8.7469 3.8436
O 2.7870 -0.1023 5.6020
O -6.1885 -10.1296 2.3521
O 2.9030 -2.3642 5.5805
O -0.4962 -4.7393 3.5471
O 2.0841 6.1201 -7.3422
O -1.7043 -6.0409 2.3204
O -8.4077 -10.1555 2.7633
O 4.2530 -1.0586 4.3335
O -4.1894 2.7967 -4.9990
O -2.7232 3.7304 -3.5615
O 2.9872 7.7328 -6.0378
N 3.0819 1.2676 1.4706
C 2.5846 0.2954 -1.2705
C 1.1961 -3.1228 2.9186
C 2.0868 7.8020 -9.3998
C 0.9511 5.2430 -0.3330
C -5.4981 -7.1569 3.0596
C 0.8054 4.6607 -1.7369
C -1.9127 2.5609 -3.6959
C 2.5063 7.2371 -7.1834
C 1.7359 -0.1591 6.6010
C 3.5304 1.4704 -0.9888
C -1.8345 -6.9898 1.2530
C -3.8582 3.6979 -4.2750
C -5.9027 -8.1497 4.1259
C -5.7847 4.9482 -4.7369
C 4.9818 -2.2337 3.9358
C 3.0271 6.8042 -4.9482
C 0.7786 -4.1871 3.9148
C 2.9604 2.9034 -1.1671
C 3.2748 -1.2798 5.2268
C 2.2949 -0.3889 7.9848
C 1.6572 0.9985 1.0326
C 5.2617 2.2056 0.7712
C -6.8737 4.1666 -4.0390
C 1.5476 0.0535 -0.1536
C -0.4645 -5.6195 2.5426
C -8.5490 -11.1921 1.7850
C 4.2085 5.8646 -5.0566
C 4.1524 1.2407 0.3865
C -7.1634 -9.7129 2.9251
H -7.8682 -12.0139 1.9948
H -1.6273 -6.5155 0.2954
H 1.5209 -4.9800 3.9918
H -1.1616 -7.8317 1.3976
H 0.6089 4.5179 0.4099
H 4.9731 3.2443 0.5987
H -6.9491 4.4680 -2.9938
H 3.1097 7.4214 -4.0546
H -5.9951 6.0152 -4.7221
H 5.5533 2.0919 1.8174
H 1.5802 -0.9848 0.1789
H 2.0855 6.2551 -4.9032
H 4.3654 1.3669 -1.6850
H -0.9951 2.7981 -3.1659
H 3.3506 0.6253 2.2213
H 1.4903 -0.3309 8.7173
H 1.0218 -0.9318 6.3190
H 3.0394 0.3695 8.2271
H 0.6308 -3.7597 4.9029
H 2.9522 3.4339 -0.2095
H 1.1435 0.5755 1.8949
H -0.2417 4.6524 -2.0391
H -4.5725 -6.6566 3.3490
H 5.6301 -1.9177 3.1237
H 1.9935 5.4768 -0.1112
H 0.5442 0.2135 -0.5493
H -7.8309 4.3571 -4.5242
H 1.2015 1.9630 0.8196
H 1.3672 -3.5613 1.9358
H -2.4019 1.7011 -3.2394
H -6.0382 -7.6582 5.0871
H 1.2469 0.8098 6.5286
H -6.6739 3.0971 -4.0811
H -2.8653 -7.3276 1.2864
H 0.3607 6.1522 -0.2265
H 6.1333 2.0006 0.1509
H 2.0981 0.3980 -2.2383
H 3.2231 -0.5877 -1.3463
H -5.6623 4.6321 -5.7719
H -5.1566 -8.9351 4.2421
H 4.3081 -3.0186 3.6008
H 3.1092 2.1957 1.8947
H -6.2745 -6.4036 2.9224
H 2.0731 8.7120 -9.9904
H 4.2665 5.2262 -4.1724
H 5.5820 -2.5978 4.7667
H -5.3390 -7.6596 2.1062
H 3.6119 3.4800 -1.8250
H 2.7671 7.0763 -9.8416
H 5.1380 6.4282 -5.1401
H 1.4043 5.2200 -2.4555
H -8.3520 -10.8008 0.7884
H 0.4096 -2.3698 2.8259
H 1.0885 7.3755 -9.3349
H -9.5792 -11.5252 1.8600
H -1.7010 2.3461 -4.7410
H 4.1175 5.2249 -5.9330
H 2.7586 -1.3709 8.0618
H 2.1129 -2.6379 3.2507
H 4.5739 0.2340 0.4033
*
```

## Properties
**Molecular weight**: 694.86 g mol⁻¹
**Kohn-Sham gap**: 8.98 eV
**Electronic energy**: -2722.3694 Ha

Results of the Löwdin charge analysis, in e, for atoms 1 through 8:
1 S 0.91
2 O 0.01
3 O 0.04
4 O 0.12
5 O 0.04
6 O 0.03
7 O 0.12
8 O 0.13

=====

DFT (ωB97M-V/def2-TZVPD) results for 9 unconnected molecules or ions with the total composition C29H61NO11 at a distorted geometry.

```
! wB97M-V def2-TZVPD RIJCOSX def2/J DEFGRID3
* xyz 0 1
O 1.7917 7.7185 0.6360
O 7.2235 -6.9866 2.3061
O -0.5105 0.7744 -3.2439
O -0.9412 2.1492 1.8548
O 7.0743 -5.5524 6.7211
O -8.0112 -6.6777 -5.0962
O -2.3163 -2.8860 -4.7095
O 2.7735 -2.5296 3.2663
O 2.8498 0.8884 1.2600
O -2.7813 0.4248 -3.2013
O -5.0030 0.7872 -3.4077
N -1.3370 4.8971 -3.0092
C 4.4565 -2.5403 5.0013
C -3.8303 -1.7855 -6.2129
C -6.1548 4.9323 -0.8106
C -2.0562 1.9846 2.7245
C -1.1328 3.7205 -2.3626
C 8.0122 -4.6861 4.6713
C 8.2902 -5.3381 6.0115
C 2.3129 -0.0148 0.2945
C 1.0030 7.9958 2.9040
C -4.3502 3.9492 -2.3632
C 0.7370 5.7261 -1.8413
C -8.1457 -5.2655 -4.9708
C -0.4113 5.8478 -2.7237
C 1.2030 -0.8428 0.9092
C 0.9136 4.4354 -1.1541
C 8.4443 -6.7763 1.6024
C -0.0702 3.3868 -1.4349
C 3.6210 -1.6994 4.0566
C -6.8412 -4.5747 -5.3190
C -1.7090 2.4500 4.1257
C -3.5126 2.6896 -2.6825
C -1.6159 1.1605 -3.0748
C -3.9322 1.2627 -3.1213
C -5.8594 2.3922 -0.8204
C -2.1373 2.5833 -2.6832
C -5.7722 3.6759 -1.7382
C -3.5806 -2.9966 -5.3402
C 8.1682 -6.1254 0.2607
C 0.6643 7.5557 1.4927
H -3.5846 -3.9084 -5.9398
H -6.6127 2.5375 -0.0011
H -3.8066 -0.8763 -5.6068
H 6.5196 -6.1263 6.1798
H 0.4067 -0.1957 1.2853
H 1.4567 6.5565 -1.6714
H 1.9344 0.5755 -0.5413
H 2.2014 -3.0191 3.8692
H 7.6562 -5.1708 0.3972
H 0.1425 7.8809 3.5662
H 9.0961 -5.9522 -0.2883
H 3.8165 -3.1234 5.6686
H 0.3576 6.5047 1.4758
H 4.2641 -1.1357 3.3778
H 7.4997 -3.7314 4.8086
H -0.2142 1.6223 2.2093
H 8.9265 -4.6986 6.6245
H -0.8662 1.8791 4.5248
H -1.4079 3.4996 4.1161
H 5.1136 -1.9119 5.6057
H 1.8339 7.4079 3.3034
H 8.9476 -7.7398 1.4732
H -6.0376 -4.9096 -4.6579
H -4.5157 4.4705 -3.3517
H 8.9405 -4.5123 4.1220
H -3.7361 4.6762 -1.7639
H -6.9378 -3.4902 -5.2323
H 0.0340 2.3827 -0.9600
H -0.1503 8.1583 1.0897
H 0.7794 -1.5335 0.1770
H 6.6705 -7.5600 1.7628
H -4.3507 -3.0890 -4.5674
H -5.3041 5.6610 -0.7318
H 5.0664 -3.2524 4.4423
H 9.0794 -6.1356 2.2148
H -7.3153 -6.9590 -4.4910
H -3.0531 -1.6914 -6.9742
H 1.5757 -1.4180 1.7605
H -8.4488 -5.0301 -3.9453
H -6.2732 1.5526 -1.4473
H -6.5383 -4.8212 -6.3390
H -6.5522 3.6572 -2.5377
H -4.8023 -1.8573 -6.7066
H 1.3178 9.0412 2.9134
H -4.8573 2.1092 -0.4150
H -0.5241 6.8260 -3.2577
H 8.7940 -6.3012 5.8785
H -6.4180 4.6334 0.2324
H -2.5610 2.3339 4.7988
H -8.9398 -4.9455 -5.6461
H 2.9990 -0.9905 4.6139
H -2.8832 2.5708 2.3215
H 2.5071 7.1771 0.9898
H 7.5134 -6.7553 -0.3472
H 1.7814 4.2899 -0.4751
H -2.3400 -2.0788 -4.1764
H -2.3490 0.9293 2.7269
H 7.3572 -5.3155 4.0639
H 3.1916 0.3610 1.9914
H -7.0462 5.4883 -1.2159
H 3.1190 -0.6568 -0.0741
*
```

## Properties
**Molecular weight**: 599.80 g mol⁻¹
**Kohn-Sham gap**: 8.62 eV
**SMILES**: CC(C)CC1=C(c2ccccn2)C(=O)OC1=O.CCO.CCO.CCO.CCO.CCO.CCO.CCO.CCO
**Electronic energy**: -2023.8389 Ha

Results of the Löwdin charge analysis, in e, for atoms 1 through 8:
1 O -0.10
2 O -0.10
3 O 0.18
4 O -0.10
5 O -0.09
6 O -0.09
7 O -0.08
8 O -0.10

=====

DFT (ωB97M-V/def2-TZVPD) results for a molecular structure, C29H62ClFN4O8PS at a distorted geometry.

```
! wB97M-V def2-TZVPD RIJCOSX def2/J DEFGRID3
* xyz -1 1
Cl 0.8394 4.0935 2.6275
S 3.4222 2.6269 1.1774
P 0.3933 0.4101 -0.5862
F -1.1644 0.8702 2.0770
O -0.4022 1.0823 -3.1909
O 4.2248 -1.8605 0.4903
O -3.1076 -3.6367 -0.7130
O -1.3691 0.2844 -0.7068
O 2.8416 4.9338 2.2883
O 7.0128 -5.4911 -0.3420
O 0.0792 1.8653 0.4608
O -6.5625 -4.3034 2.3730
N 2.5226 4.9823 0.0872
N 2.1789 6.2403 0.6222
N -3.9903 -2.8181 2.1684
N 7.2447 -2.5887 0.2460
C 0.5077 1.4961 -2.1824
C 5.2233 -1.5880 1.4456
C -1.2335 1.3190 -5.4131
C -2.6924 1.1689 -4.9977
C -4.2814 -4.4083 -0.6776
C -5.3178 -2.2356 2.0974
C -1.5338 3.1401 1.6761
C -3.2233 -2.3041 -0.2189
C -6.0716 -5.3809 3.1355
C 2.8730 2.0205 -0.4467
C -1.5566 4.5183 3.7846
C -2.5818 2.2843 -1.1074
C -3.2541 5.2214 -2.4426
C -3.0043 -2.1938 1.2813
C 2.9119 4.2745 1.0949
C -0.3647 1.9083 -4.3203
C -3.5702 3.3908 -0.6924
C -0.8175 3.4788 2.9681
C 7.5332 -3.6715 1.1711
C 2.2610 0.6288 -0.3006
C 6.6138 -1.4182 0.8480
C 7.2008 -5.4009 -1.7367
C -3.0619 4.8050 -0.9769
C 8.0382 -4.8947 0.4395
C 4.0132 -3.2135 0.1546
C -1.1387 1.8330 1.0025
C -2.1021 1.2838 -0.0547
C 2.3790 6.1440 1.8821
C -6.3074 -3.0177 2.9298
H -4.4933 3.2493 -1.2634
H -1.6427 5.4528 3.2283
H -3.4224 4.3487 -3.0759
H -2.5953 3.0469 1.9256
H 3.7582 2.0168 -1.0835
H -2.5638 4.1625 4.0106
H -2.9266 -1.1358 1.5439
H -5.7157 -2.1726 1.0733
H 7.1376 -4.3707 -2.1036
H -3.0461 1.6673 -1.8724
H -3.2283 0.4805 -5.6515
H -2.9754 0.8427 0.4485
H -4.1862 -1.8833 -0.5393
H -6.4480 -5.3479 4.1644
H 8.8889 -4.6278 -0.1961
H 8.1710 -5.8127 -2.0360
H 0.3129 -0.4361 0.5653
H 2.9640 -3.3143 -0.1224
H -7.2581 -2.4775 2.9641
H -3.5549 5.5237 -0.3182
H -2.3806 5.7396 -2.8375
H 5.2032 -2.3467 2.2397
H 0.5390 -0.7402 -1.4477
H 4.6224 -3.5374 -0.6968
H -6.4259 -6.2958 2.6626
H -1.1566 1.9591 -6.2965
H 6.5465 -0.6444 0.0799
H -0.8235 0.3443 -5.6854
H 0.3872 2.5757 -2.0097
H -1.0350 4.7198 4.7181
H 8.3745 -5.6360 1.1704
H 0.6720 2.0172 -4.6731
H -0.6791 2.5701 3.5465
H -5.1748 -3.7895 -0.8169
H 6.6460 -2.9383 -0.4921
H -4.1100 5.8865 -2.5642
H 2.2206 6.8916 2.6398
H 6.4112 -5.9871 -2.2033
H -2.0293 -2.6315 1.5032
H -3.8586 3.3013 0.3557
H -0.7221 2.9188 -4.0552
H -4.0529 -3.8044 1.9497
H -5.2702 -1.2142 2.4894
H 2.1969 2.7657 -0.8496
H -2.7319 0.7735 -3.9844
H 8.3110 -3.3379 1.8662
H 1.5272 1.3469 -2.5703
H 4.2232 -3.8743 1.0025
H -5.9339 -3.1236 3.9536
H 6.6648 -3.9772 1.7725
H 7.2807 -1.0351 1.6283
H -1.9981 4.8569 -0.7352
H -4.4009 -4.9680 0.2582
H -3.2169 2.1266 -5.0083
H 4.9465 -0.6349 1.9053
H 2.7583 -0.0556 -0.9880
H 2.4574 0.2499 0.7040
H -1.6985 2.7203 -1.5761
H -4.2290 -5.1313 -1.4940
H -1.4276 3.9686 0.9762
H -4.9769 -5.4043 3.1736
H -2.4375 -1.7160 -0.6952
*
```

## Properties
**Molecular weight**: 712.33 g mol⁻¹
**Kohn-Sham gap**: 7.08 eV
**ΔE to the lowest compared entry with this formula, charge and spin**: 0.0 kcal/mol
**Electronic energy**: -3262.5799 Ha

Results of the Löwdin charge analysis, in e, for atoms 1 through 8:
1 Cl 0.91
2 S 0.98
3 P 0.65
4 F -0.03
5 O -0.21
6 O -0.19
7 O -0.18
8 O -0.30